The following is a quantum chemistry calculation of a single CH6N3PS molecule in a non-equilibrium geometry, from the Open Molecules 2025 dataset.

ORCA input file:
```
! wB97M-V def2-TZVPD RIJCOSX def2/J DEFGRID3
* xyz 0 1
C -1.399 -1.173 0.800
N -0.223 -0.759 0.605
P -0.067 0.588 -0.443
N 0.679 1.451 0.772
N 1.085 0.007 -1.511
S -1.955 1.179 -1.345
H -1.514 -1.974 1.379
H -2.298 -0.889 0.304
H 0.696 2.439 0.792
H 0.484 1.083 1.682
H 0.749 -0.445 -2.348
H 1.611 -0.802 -1.150
*
```

Computed properties:
- energy (eV) = -25729.0313
- SMILES = C=NP(N)(N)=S
- lowest unoccupied orbital energy (eV) = 0.6
- energy relative to the best compared isomer or geometry (same formula, charge and spin) (kcal/mol) = 16.2


The following is a quantum chemistry calculation of a molecular structure, C28H40AsCaClN5O5S2, from the Open Molecules 2025 dataset.

ORCA input file:
```
! wB97M-V def2-TZVPD RIJCOSX def2/J DEFGRID3
* xyz -1 1
Ca -0.456 0.055 0.110
O 2.661 -0.401 0.192
S 1.910 -1.311 -0.725
O 2.795 -2.214 -1.436
O 1.119 -0.451 -1.674
O 0.873 -2.012 0.094
C 1.901 -4.275 5.974
C 2.147 -4.937 4.624
N 1.375 -4.320 3.551
C 2.115 -3.534 2.562
C 2.694 -2.241 3.121
C 0.067 -4.667 3.468
O -0.427 -5.523 4.198
C -0.802 -3.969 2.463
C -1.735 -4.692 1.732
C -2.577 -4.015 0.869
C -2.474 -2.635 0.779
N -1.596 -1.930 1.485
C -0.781 -2.594 2.303
H 2.485 -4.767 6.754
H 0.846 -4.353 6.234
H 2.180 -3.221 5.944
H 1.885 -5.994 4.681
H 3.199 -4.859 4.346
H 1.479 -3.310 1.710
H 2.928 -4.161 2.183
H 1.915 -1.615 3.563
H 3.148 -1.677 2.305
H 3.446 -2.434 3.890
H -1.791 -5.766 1.857
H -3.308 -4.542 0.271
H -3.118 -2.061 0.121
H -0.060 -1.999 2.849
C -5.397 2.362 0.687
C -4.480 2.416 1.728
C -3.214 1.857 1.572
C -2.772 1.218 0.398
C -3.742 1.205 -0.623
C -5.016 1.752 -0.500
H -6.387 2.793 0.797
H -4.753 2.899 2.662
H -2.538 1.952 2.421
H -3.497 0.742 -1.581
H -5.714 1.705 -1.331
S 0.582 2.721 -0.727
C 1.851 2.372 -1.816
N 1.732 2.756 -3.105
C 2.425 2.117 -4.222
C 3.242 0.934 -3.731
C 3.946 1.330 -2.441
N 2.968 1.754 -1.451
H 0.860 3.222 -3.298
H 3.063 2.848 -4.728
H 1.672 1.777 -4.938
H 3.968 0.646 -4.493
H 2.593 0.084 -3.516
H 4.660 2.141 -2.624
H 4.484 0.483 -2.019
H 2.870 1.125 -0.641
Cl 3.234 2.763 4.162
C 1.759 1.885 3.917
C 0.946 1.571 4.989
C -0.223 0.870 4.741
C -0.521 0.517 3.436
N 0.279 0.814 2.410
C 1.400 1.492 2.637
H 1.225 1.870 5.991
H -0.894 0.607 5.547
H -1.433 -0.012 3.183
H 2.018 1.715 1.777
C -3.173 -1.728 -3.729
As -1.558 -1.223 -2.724
C -1.125 0.391 -3.746
C -0.347 -2.493 -3.583
H -2.995 -1.698 -4.805
H -3.986 -1.047 -3.478
H -3.469 -2.738 -3.445
H -0.876 0.146 -4.781
H -0.278 0.870 -3.260
H -1.975 1.074 -3.726
H -0.253 -2.276 -4.649
H -0.737 -3.504 -3.459
H 0.626 -2.424 -3.103
*
```

Computed properties:
- energy (eV) = -160850.3374
- lowest unoccupied orbital energy (eV) = 2.5
- energy relative to the best compared isomer or geometry (same formula, charge and spin) (kcal/mol) = 0.0


The following is a quantum chemistry calculation of a single C6H8OS molecule in a non-equilibrium geometry, from the Open Molecules 2025 dataset.

ORCA input file:
```
! wB97M-V def2-TZVPD RIJCOSX def2/J DEFGRID3
* xyz 0 1
C -1.213 -1.819 0.536
C -1.884 -0.772 0.089
C -1.413 0.325 -0.841
C -0.237 0.953 -0.701
C 0.839 0.697 0.339
O 1.308 1.982 0.719
C 1.926 0.041 -0.436
S 2.654 -1.384 -0.240
H -1.755 -2.632 1.091
H -0.080 -2.032 0.438
H -2.894 -0.588 0.455
H -2.140 0.701 -1.587
H 0.056 1.810 -1.311
H 0.466 0.136 1.199
H 1.990 1.860 1.399
H 2.377 0.723 -1.148
*
```

Computed properties:
- energy (eV) = -19231.8326
- SMILES = C=C/C=C\[C@H](O)C=S
- lowest unoccupied orbital energy (eV) = -0.5
- energy relative to the best compared isomer or geometry (same formula, charge and spin) (kcal/mol) = 56.1


The following is a quantum chemistry calculation of a molecular structure, C29H32N4O9Si2, from the Open Molecules 2025 dataset.

ORCA input file:
```
! wB97M-V def2-TZVPD RIJCOSX def2/J DEFGRID3
* xyz 0 1
C -6.617 -0.413 -0.265
C -5.466 -0.710 -0.443
C -4.060 -1.066 -0.658
C -3.084 -0.657 0.458
C -3.526 -0.991 1.894
Si -4.202 0.437 2.890
O -5.043 1.562 2.024
Si -4.364 2.856 1.252
H -7.636 -0.163 -0.106
H -3.988 -2.149 -0.802
H -3.712 -0.584 -1.576
H -2.806 0.394 0.351
H -2.174 -1.231 0.248
H -2.650 -1.338 2.456
H -4.266 -1.800 1.881
H -3.078 1.101 3.604
H -5.120 -0.076 3.932
H -4.505 4.085 2.060
H -2.949 2.543 0.979
H -5.048 3.037 -0.044
C 1.372 2.375 -1.270
C 1.622 1.065 -0.885
C 0.819 0.040 -1.356
C -0.220 0.356 -2.210
C -0.492 1.653 -2.608
C 0.318 2.668 -2.127
N -1.076 -0.730 -2.713
O -0.845 -1.863 -2.326
O -1.989 -0.440 -3.461
H 2.001 3.171 -0.897
H 2.446 0.847 -0.221
H 0.993 -0.985 -1.065
H -1.317 1.858 -3.272
H 0.123 3.691 -2.420
C 1.030 4.036 5.434
C 1.480 3.049 4.566
C 0.949 2.950 3.290
C -0.026 3.854 2.914
C -0.494 4.843 3.758
C 0.045 4.928 5.032
N -0.586 3.757 1.554
O -0.185 2.856 0.845
O -1.425 4.571 1.219
H 1.450 4.110 6.428
H 2.247 2.355 4.881
H 1.282 2.191 2.595
H -1.260 5.526 3.423
H -0.306 5.694 5.711
C 0.923 -3.652 -6.863
C 0.628 -3.301 -5.552
C 1.565 -2.627 -4.786
C 2.784 -2.315 -5.358
C 3.104 -2.657 -6.658
C 2.158 -3.334 -7.413
N 3.782 -1.580 -4.554
O 3.491 -1.302 -3.408
O 4.836 -1.296 -5.087
H 0.187 -4.175 -7.459
H -0.333 -3.546 -5.120
H 1.346 -2.348 -3.766
H 4.069 -2.397 -7.066
H 2.387 -3.610 -8.433
C 3.445 -4.351 3.012
C 2.204 -3.744 3.156
C 2.051 -2.397 2.870
C 3.157 -1.687 2.442
C 4.403 -2.265 2.293
C 4.541 -3.613 2.584
N 2.996 -0.257 2.118
O 1.895 0.237 2.265
O 3.968 0.343 1.706
H 3.558 -5.404 3.232
H 1.352 -4.321 3.488
H 1.095 -1.905 2.973
H 5.240 -1.673 1.955
H 5.507 -4.087 2.473
*
```

Computed properties:
- energy (eV) = -70724.3730
- lowest unoccupied orbital energy (eV) = -0.8


Q: Among the records above, which one has the lowest lowest unoccupied orbital energy?
A: C29H32N4O9Si2